ORCA calculation (ωB97M-V with the def2-TZVPD basis set) on a cluster of 13 separate species, C36H93Cl6O34P7 in total in a non-equilibrium geometry.

Structure (XYZ):
```
176
Properties=species:S:1:pos:R:3:forces:R:3:lowdin_charge:R:1
C 6.1290 3.0924 -6.7371 0.018 -0.630 0.648 -0.95
Cl 4.3943 2.8455 -6.3663 0.455 0.494 -0.560 0.46
Cl 6.9676 1.6105 -6.0538 -0.039 1.274 -0.625 0.43
H 6.3607 3.2203 -7.7945 -0.448 -0.670 0.016 0.03
H 6.4623 4.0212 -6.2743 0.011 -0.469 0.525 0.03
C 6.3570 4.7948 0.7853 -0.238 -0.368 1.209 -1.07
Cl 4.9102 3.9546 0.1358 0.424 0.547 0.334 0.48
Cl 7.4887 5.2427 -0.4291 0.693 0.154 -0.934 0.54
H 6.1545 5.7029 1.3531 -0.767 -0.169 -0.296 0.03
H 6.8414 4.1214 1.4924 -0.106 -0.166 -0.304 0.02
C -5.6724 -6.3303 -3.5246 0.159 -0.482 -0.843 -0.98
Cl -5.9119 -6.9229 -5.2306 0.049 0.497 0.733 0.44
Cl -4.5285 -7.4063 -2.7014 -0.276 0.170 0.147 0.49
H -5.2170 -5.3404 -3.5511 -0.292 -0.187 -0.107 0.02
H -6.6572 -6.3554 -3.0579 0.364 0.010 0.071 0.03
C -7.9602 3.0299 0.9406 -0.574 -0.776 0.648 -0.14
O -7.5525 3.7495 -0.1826 1.659 4.104 -1.474 -0.23
P -7.4852 5.4313 -0.2541 0.866 -2.124 2.481 0.55
O -8.7856 6.0846 -0.4588 0.920 -0.019 -0.115 -0.23
O -6.7617 5.7287 1.2388 -1.360 -3.361 -2.274 -0.24
C -6.5193 6.9813 1.6785 -0.151 3.433 -0.771 -0.18
O -6.2931 5.7644 -1.2770 -0.516 -1.348 1.167 -0.22
C -6.2233 7.0658 -1.8592 -1.527 -0.072 -0.556 -0.09
H -8.9926 2.7673 0.7096 -0.067 -0.300 0.689 0.09
H -7.8474 3.5071 1.9141 -0.220 0.585 -0.258 0.08
H -7.3350 2.1417 1.0321 -0.095 -0.153 -0.371 0.09
H -5.4828 7.1608 1.9639 -0.125 -0.472 0.656 0.10
H -7.2856 7.3786 2.3442 0.301 -0.498 0.820 0.10
H -6.6474 7.6980 0.8672 0.128 0.266 -0.430 0.06
H -5.2015 7.4446 -1.8834 -0.194 -0.212 0.119 0.10
H -6.9372 7.6981 -1.3313 0.440 0.482 -0.007 0.07
H -6.6734 6.9218 -2.8415 0.528 0.467 -0.327 0.09
C 6.6677 0.3016 5.0240 -0.701 -0.582 0.329 -0.10
O 7.7704 0.0480 5.8885 0.746 0.868 1.270 -0.24
P 8.5645 1.3672 6.3795 1.383 -1.439 -1.218 0.43
O 7.8136 2.5633 6.7608 0.240 -0.240 -0.558 -0.22
O 9.5140 0.7879 7.5172 -0.451 -0.649 -0.023 -0.22
C 10.2516 1.6863 8.3625 -0.430 0.561 -0.202 -0.08
O 9.5635 1.5133 5.0882 -0.941 2.319 2.171 -0.22
C 10.0413 0.4918 4.3008 -0.814 -1.821 -1.078 -0.15
H 5.7737 0.1321 5.6241 -0.189 0.431 -0.136 0.09
H 6.6516 -0.4827 4.2672 0.268 0.309 -0.255 0.09
H 6.7019 1.3155 4.6254 -0.178 -0.169 -0.201 0.09
H 11.2838 1.7208 8.0143 -0.116 0.205 -0.020 0.09
H 10.2357 1.3992 9.4139 -0.185 -0.559 -0.234 0.09
H 9.7286 2.6410 8.3050 0.508 0.293 0.042 0.08
H 9.5281 0.5707 3.3424 0.572 0.300 -0.499 0.09
H 9.6652 -0.4803 4.6196 0.392 -0.165 0.505 0.08
H 11.1264 0.4569 4.2040 -0.116 0.342 0.090 0.09
C -3.4993 13.3692 0.8780 -1.684 0.051 -0.638 -0.13
O -2.6906 12.4296 1.5343 2.929 -0.600 -0.195 -0.24
P -1.1217 12.2768 1.0679 0.263 -1.279 1.052 0.45
O -0.8086 12.1680 -0.3547 -0.517 -0.218 0.131 -0.23
O -0.6256 10.9895 1.9925 -0.786 2.390 -0.241 -0.24
C -0.3804 9.6839 1.4747 -1.583 -0.161 -0.068 -0.10
O -0.3978 13.5575 1.6829 -1.118 0.248 0.132 -0.20
C -0.8898 14.0684 2.9370 0.831 -0.799 1.378 -0.09
H -3.1957 13.7621 -0.0923 0.671 -0.485 -0.046 0.09
H -3.7300 14.2531 1.4727 0.100 -0.203 0.455 0.08
H -4.3908 12.7616 0.7225 -0.468 0.700 -0.207 0.09
H -0.9699 8.9352 2.0040 0.115 0.225 0.937 0.08
H 0.6706 9.4243 1.6019 -0.113 0.166 -0.817 0.10
H -0.9346 9.6286 0.5378 1.334 -0.114 -0.843 0.08
H -0.4308 15.0146 3.2236 0.177 -0.033 -0.693 0.09
H -0.5417 13.3282 3.6575 -0.125 0.168 0.453 0.09
H -1.9653 14.1522 3.0928 -0.032 -0.064 -0.788 0.08
C 3.4154 -7.6832 -0.4063 -0.145 0.845 -0.831 -0.11
O 4.0785 -7.7602 0.8594 -0.472 -0.254 0.796 -0.24
P 3.4776 -8.7592 2.0192 -0.257 0.890 -1.714 0.44
O 2.0127 -8.6343 2.2224 1.859 -0.607 -0.134 -0.23
O 4.0491 -10.1460 1.4356 0.898 0.463 0.525 -0.20
C 5.4823 -10.1976 1.1182 0.674 -0.070 0.085 -0.09
O 4.4279 -8.4646 3.2600 -0.815 -1.820 -1.201 -0.21
C 4.6259 -7.2452 3.8536 0.943 2.161 1.289 -0.14
H 2.4684 -8.2196 -0.4658 0.118 -0.020 0.289 0.09
H 4.0325 -7.9352 -1.2687 0.558 -1.041 0.467 0.08
H 3.2618 -6.6431 -0.6941 -0.506 0.303 0.804 0.08
H 6.1664 -9.7037 1.8082 -0.681 -0.247 1.082 0.08
H 5.8587 -9.6678 0.2432 -1.284 -0.071 -0.784 0.08
H 5.7835 -11.2417 1.0330 -0.399 0.075 0.098 0.09
H 5.2602 -6.6117 3.2336 -0.130 0.093 -0.176 0.09
H 5.1709 -7.3853 4.7871 0.136 -0.376 -0.059 0.09
H 3.7548 -6.6723 4.1715 -0.506 -0.322 -0.530 0.10
C 0.8623 -7.8956 -8.1889 -0.429 0.184 -0.131 -0.11
O 2.1247 -8.4114 -7.7110 0.940 0.372 -1.060 -0.25
P 3.4512 -8.2068 -8.6987 -3.083 0.945 -2.476 0.50
O 3.0461 -8.3077 -10.1755 1.332 0.280 3.674 -0.29
O 4.0638 -6.7743 -8.2527 0.039 -3.253 0.661 -0.21
C 3.7312 -5.4926 -8.6333 -0.392 2.026 -1.238 -0.14
O 4.4582 -9.2720 -8.1079 -0.216 -0.728 0.018 -0.19
C 3.9435 -10.6154 -7.8310 -1.472 -0.537 0.986 -0.08
H 0.3610 -7.2680 -7.4520 0.593 0.134 0.362 0.08
H 0.1278 -8.6795 -8.3733 0.457 -0.436 -0.144 0.08
H 0.9647 -7.3137 -9.1049 0.178 -0.147 -0.002 0.07
H 3.6210 -4.8166 -7.7854 0.682 -0.300 0.352 0.09
H 2.7968 -5.2802 -9.1528 -0.397 -1.099 -0.227 0.09
H 4.4871 -5.1503 -9.3400 0.182 0.292 0.294 0.09
H 3.0995 -10.9656 -8.4251 0.218 0.707 -0.889 0.09
H 3.4685 -10.6497 -6.8505 0.337 0.612 0.318 0.08
H 4.6182 -11.4712 -7.8070 1.026 0.952 -0.495 0.09
C -0.7218 -8.7610 8.8132 -0.297 -0.810 -1.873 -0.14
O -1.0577 -8.1987 10.0494 1.768 0.696 1.175 -0.20
P 0.0942 -8.3084 11.1796 -1.572 0.412 2.836 0.46
O -0.3792 -7.6729 12.4594 1.074 -0.952 -2.531 -0.26
O 0.3655 -9.9065 11.3603 -0.320 0.421 -0.538 -0.25
C -0.7009 -10.8566 11.5037 -0.553 -0.900 -0.600 -0.10
O 1.4842 -7.7680 10.5508 -0.302 -1.277 0.675 -0.21
C 2.6770 -8.4948 10.9749 0.470 -0.815 0.496 -0.09
H -0.9491 -8.1079 7.9707 -0.453 0.338 0.312 0.09
H -1.3235 -9.6641 8.7105 0.184 -0.128 -0.241 0.09
H 0.3292 -8.9845 8.6301 0.137 -0.177 0.653 0.09
H -1.6881 -10.4715 11.7591 0.389 0.541 0.537 0.10
H -0.4298 -11.7047 12.1325 0.361 0.706 0.753 0.09
H -0.9101 -11.4232 10.5963 0.413 0.536 -0.792 0.08
H 2.5800 -9.0412 11.9131 -0.634 0.460 0.290 0.08
H 3.5529 -7.8645 11.1285 -0.474 0.524 -0.496 0.09
H 2.9305 -9.3236 10.3139 -0.190 0.425 -0.667 0.09
C 0.0141 -1.5925 -2.5452 1.373 -0.794 -1.656 -0.14
O -0.9442 -1.7285 -1.5792 -1.939 -0.618 1.384 -0.21
P -0.8473 -1.3843 -0.0325 0.741 0.312 -0.359 0.32
O 0.2028 -2.0631 0.7234 0.386 0.388 -0.416 -0.22
O -0.7957 0.1933 -0.1298 0.822 -0.211 1.087 -0.20
C -1.8972 1.0474 -0.3315 -0.029 0.983 -0.217 -0.10
O -2.2627 -1.6880 0.5443 -1.704 -0.909 0.117 -0.22
C -2.7367 -3.0725 0.7285 0.229 0.475 -0.154 -0.04
H -0.3240 -0.9714 -3.3747 -0.040 0.503 0.325 0.09
H 0.1308 -2.5724 -3.0080 0.264 -0.170 -0.006 0.09
H 0.9996 -1.2972 -2.1851 -0.126 0.274 0.138 0.10
H -1.7201 1.6706 -1.2080 -0.249 -0.774 -0.798 0.09
H -1.8823 1.8730 0.3800 -0.242 -0.618 0.916 0.09
H -2.8178 0.4638 -0.3304 -0.081 0.518 -0.132 0.09
H -3.6444 -3.2326 0.1467 0.300 0.217 -0.418 0.08
H -3.0505 -3.2665 1.7542 0.498 0.468 0.159 0.09
H -1.9370 -3.7575 0.4466 -0.194 -0.047 0.028 0.09
O -2.0646 -1.0005 -9.2537 -1.831 0.216 0.729 0.09
C -2.9658 -0.2201 -9.4920 1.237 0.702 -0.239 -0.48
O -4.2432 -0.1635 -8.9565 2.824 0.207 -1.094 -0.03
C -4.5041 -1.0306 -7.8874 -1.882 0.591 2.508 -0.22
C -4.8614 -0.1526 -6.6219 0.406 0.612 -1.009 -0.06
C -2.7228 0.8143 -10.5812 -0.475 0.000 -0.017 0.01
H -3.7074 -1.6920 -7.5469 0.104 -0.082 -0.921 0.12
H -5.4187 -1.5228 -8.2181 0.260 -0.699 0.359 0.12
H -5.6888 0.5344 -6.7996 -0.500 -0.494 -0.166 0.07
H -4.0731 0.5852 -6.4726 0.548 -0.323 0.160 0.07
H -5.0133 -0.6874 -5.6843 -0.015 -0.251 -0.275 0.07
H -3.0615 1.8387 -10.4257 -0.659 -0.316 0.268 0.08
H -3.2576 0.3399 -11.4041 0.026 0.520 -0.507 0.09
H -1.6712 0.9382 -10.8395 -0.039 -0.687 0.211 0.08
O -1.9429 2.6567 6.4021 -0.581 -0.971 1.916 0.08
C -1.9367 2.2038 7.5415 -0.293 -0.658 -1.045 -0.53
O -2.7443 1.2227 8.0349 -0.150 0.225 -0.064 -0.02
C -3.6869 0.6490 7.1390 -0.294 -2.042 -1.013 -0.20
C -4.3923 -0.6874 7.6096 0.117 0.700 1.406 -0.06
C -0.9056 2.5949 8.5610 -1.201 -0.407 -0.484 0.02
H -3.1461 0.2742 6.2700 0.260 0.495 -0.240 0.11
H -4.3746 1.4096 6.7693 -0.193 -0.109 0.287 0.12
H -5.1181 -0.6027 8.4183 -0.716 0.815 -0.417 0.06
H -3.8038 -1.4217 8.1596 1.212 0.191 -0.615 0.07
H -4.8292 -1.2348 6.7744 -0.048 0.416 -0.098 0.07
H -1.1098 3.6656 8.5592 1.427 0.208 0.268 0.10
H -0.0393 2.1337 8.0869 0.694 1.058 0.301 0.10
H -1.0396 2.1522 9.5480 -0.234 0.082 -0.207 0.08
O -2.3746 9.3563 -9.1809 -0.034 -0.721 -0.493 0.09
C -2.6229 8.2705 -8.7106 0.537 1.014 1.815 -0.57
O -3.6805 7.5280 -8.9492 -1.813 -0.962 -2.604 -0.01
C -4.5340 7.8439 -10.1550 0.514 2.296 0.706 -0.15
C -5.4930 9.0491 -9.8451 0.504 -2.291 0.412 -0.06
C -1.8548 7.6839 -7.5225 0.174 -0.319 -0.159 0.02
H -5.0436 6.9560 -10.5290 -0.011 -0.144 0.893 0.11
H -3.9713 8.2106 -11.0135 0.923 -0.307 0.363 0.11
H -4.9888 9.9547 -9.5076 0.177 -0.153 -0.558 0.07
H -6.1006 8.6992 -9.0106 -0.550 0.286 -0.185 0.07
H -6.0471 9.1202 -10.7810 -0.367 0.630 0.312 0.07
H -0.9010 7.2723 -7.8526 0.219 0.460 -0.102 0.08
H -2.3242 6.8259 -7.0413 -0.481 0.213 -0.199 0.08
H -1.7084 8.4638 -6.7753 0.209 -0.004 -0.200 0.09
```
Forces are in eV/Å.

The total energy comes out at -248620.4003 eV. The frontier orbital gap is 0.380 Eh. For the LUMO energy, the calculation gives 0.0 eV. The energy relative to the best compared isomer or geometry (same formula, charge and spin) comes out at 198.03 kcal per mole.